{"formula": "C21H43BO2P2Zn", "method": "ωB97M-V with the def2-TZVPD basis set", "mol_weight_g_mol": 465.72, "de_lowest_kj_mol": 0.0, "total_energy_ha": -3463.25073, "e_homo_ev": [-5.61, -5.61], "e_lumo_ev": [0.36, 0.37], "homo_lumo_gap_ha": [0.2197, 0.2198], "species": ["P", "P", "C", "C", "H", "H", "H", "H", "C", "H", "H", "H", "C", "H", "H", "H", "C", "H", "H", "H", "C", "H", "H", "H", "Zn", "C", "C", "C", "C", "C", "C", "C", "C", "C", "H", "H", "H", "H", "H", "H", "H", "H", "H", "H", "H", "H", "H", "H", "H", "C", "C", "C", "O", "B", "O", "C", "C", "C", "H", "H", "H", "H", "H", "H", "H", "H", "H", "H", "H", "H"], "xyz": [[0.181410, -1.832195, -4.424822], [0.237432, 1.173116, -4.312945], [-0.120353, -0.979890, -6.042165], [0.452953, 0.421118, -6.006678], [-1.195778, -0.985755, -6.265181], [0.379620, -1.568612, -6.818672], [1.514892, 0.440452, -6.288660], [-0.081034, 1.052110, -6.724729], [-1.369864, 1.948528, -4.760147], [-1.616946, 2.708321, -4.013318], [-2.156478, 1.189949, -4.806093], [-1.254564, 2.417639, -5.745986], [1.288674, 2.616533, -4.723518], [0.931999, 3.059583, -5.661466], [2.320444, 2.277601, -4.850690], [1.225227, 3.344890, -3.911358], [-0.852202, -3.279222, -4.835098], [-0.701140, -4.046238, -4.071272], [-0.544637, -3.653597, -5.819755], [-1.899390, -2.965921, -4.864014], [1.776563, -2.548728, -4.981158], [2.549710, -1.779074, -5.023833], [1.618292, -2.961114, -5.983441], [2.070100, -3.347458, -4.297436], [-0.514346, -0.033243, 1.685071], [0.766185, 1.176468, -0.081471], [-0.617882, 1.139658, -0.161478], [-1.327601, 0.361477, -1.222160], [-1.655146, -1.137716, -0.938836], [-0.674953, -2.057142, -0.251707], [0.631504, -2.130892, -0.553175], [1.302403, -1.105302, -1.394566], [1.674133, 0.340974, -0.887181], [0.513893, -1.661404, 3.626497], [1.248768, 1.856040, 0.634265], [-1.202672, 1.932725, 0.322964], [-0.843729, 0.432622, -2.201057], [-2.304039, 0.843847, -1.363049], [-2.580458, -1.137814, -0.349287], [-1.951757, -1.565677, -1.912846], [-1.122101, -2.691954, 0.533119], [1.292766, -2.836509, -0.040330], [0.703526, -0.960700, -2.310152], [2.266786, -1.531113, -1.720578], [2.610949, 0.255036, -0.322857], [1.976851, 0.862608, -1.816298], [1.496786, -1.761876, 4.105291], [0.678028, -1.952985, 2.581719], [-0.148034, -2.422419, 4.055173], [-0.307141, -0.590197, 6.949213], [-0.855115, 0.427441, 5.930335], [-2.098057, 1.054267, 6.514647], [-1.269193, -0.255491, 4.746612], [-0.086392, -0.253521, 3.976193], [0.808748, 0.805897, 4.241924], [0.237323, 1.446517, 5.383792], [-0.376608, 2.784865, 4.987913], [1.363786, 1.742127, 6.345605], [-0.174886, -0.118813, 7.932622], [0.650267, -1.039424, 6.652045], [-1.039021, -1.399916, 7.078656], [-2.849990, 0.278399, 6.671179], [-1.887142, 1.526643, 7.479237], [-2.525413, 1.798235, 5.837727], [-0.691554, 3.313757, 5.899552], [0.376542, 3.395170, 4.475389], [-1.237653, 2.653769, 4.323608], [1.955146, 0.858141, 6.598832], [2.042986, 2.480082, 5.914271], [0.988554, 2.175278, 7.276030]], "forces_ev_per_angstrom": [[-0.5569, -0.6557, -1.1554], [0.4231, 0.7267, -1.2814], [-0.0300, -0.1580, -0.0773], [0.0070, 0.0370, 0.0014], [0.1677, 0.1276, 0.1399], [-0.3096, -0.0104, -0.0619], [-0.1737, -0.1321, 0.1892], [0.2818, 0.0793, 0.0045], [-0.0959, 0.1160, 0.2945], [-0.2215, -0.1002, -0.1031], [-0.0252, 0.1677, 0.0760], [-0.2013, -0.0087, 0.2800], [-0.0681, 0.2679, 0.1687], [0.2064, 0.0938, 0.1721], [-0.0557, 0.1704, 0.1052], [0.1931, 0.0966, -0.1677], [0.0821, -0.2681, 0.0169], [-0.2166, -0.0722, -0.1588], [-0.2540, -0.1516, 0.1724], [0.0643, -0.2083, 0.0608], [0.1329, -0.1134, 0.2816], [0.0700, -0.1253, 0.0726], [0.2111, -0.0458, 0.1736], [0.2212, 0.0774, -0.0512], [-1.0181, -0.2490, 1.1232], [-2.4024, 0.6163, -0.3203], [2.5074, 1.3901, -1.1095], [-0.8481, -0.5761, -0.3548], [-0.8978, 0.2431, -0.0349], [0.2233, -0.1302, 0.1060], [-0.2863, 0.6883, 1.4386], [0.3543, 0.6314, -1.2644], [1.2971, -1.2210, -0.1883], [0.8023, -1.2384, -0.0870], [-0.3189, -0.2014, -0.2583], [0.3771, -0.4999, 0.1341], [0.2589, 0.0807, 0.4876], [0.1127, -0.1108, -0.0131], [0.1979, -0.1330, 0.0163], [0.2103, -0.0187, 0.2668], [0.3751, 0.0384, -0.6632], [-0.4034, 0.0685, -0.0260], [0.4316, -0.1018, 0.5848], [-0.2779, 0.2226, -0.1069], [-0.0515, -0.0406, 0.0215], [-0.2217, 0.0561, 0.3821], [0.0399, -0.0514, 0.1308], [0.0172, 0.0816, 0.1958], [0.0217, 0.0028, -0.1002], [0.1005, -0.0175, 0.0922], [-0.0101, 0.1577, 0.1588], [-0.2034, 0.4753, 0.2130], [0.9172, 0.3956, 0.2157], [-0.2290, -0.6263, -1.0940], [-0.8103, -0.4052, 0.5438], [-0.1360, 0.5447, 0.5887], [-0.1851, 0.0838, -0.0656], [0.3909, -0.0392, 0.5713], [0.0817, -0.0534, -0.2206], [-0.2477, 0.1270, -0.0536], [0.1502, 0.2271, -0.1569], [0.1000, -0.0208, 0.0163], [-0.0529, 0.0397, -0.0715], [0.0207, -0.1473, 0.1344], [-0.0166, -0.0230, -0.3475], [-0.1166, -0.1519, 0.0754], [0.1472, 0.0462, 0.0756], [-0.1468, 0.0413, -0.1001], [-0.0282, -0.0629, -0.1143], [-0.0788, -0.0490, 0.0260]]}